Record 1
Entry from OMol25: a molecular structure, C36H48GeIrNS3 in a non-equilibrium geometry (the ωB97M-V functional and the def2-TZVPD basis).

The geometry in XYZ format:
```
90
C36H48GeIrNS3 | OMol25 | the ωB97M-V functional and the def2-TZVPD basis
Ir 1.27 -0.65 0.05
C 1.10 5.19 1.52
C 1.60 5.91 0.28
S 1.94 4.73 -1.09
C 0.39 4.84 -1.99
C -0.82 4.62 -1.12
S -0.73 3.10 -0.15
C -1.90 3.43 1.23
C -1.32 4.11 2.44
S -0.54 5.74 2.06
H 1.81 5.30 2.36
H 1.09 4.11 1.28
H 2.55 6.40 0.48
H 0.88 6.66 -0.02
H 0.40 4.21 -2.89
H 0.39 5.86 -2.35
H -1.75 4.57 -1.67
H -0.90 5.46 -0.40
H -2.20 2.40 1.48
H -2.78 3.98 0.86
H -0.56 3.49 2.91
H -2.10 4.34 3.17
C 2.91 0.57 -2.29
N 3.11 0.06 -0.87
C 3.79 1.22 -0.22
C 4.18 -1.01 -0.94
C 3.57 -2.36 -0.73
C 4.32 -3.53 -0.81
C 3.69 -4.77 -0.64
C 2.33 -4.78 -0.32
C 1.64 -3.59 -0.13
C 2.22 -2.36 -0.34
H 3.86 0.73 -2.77
H 2.36 1.53 -2.29
H 2.36 -0.14 -2.92
H 4.76 1.35 -0.70
H 3.98 1.00 0.83
H 3.24 2.15 -0.28
H 4.94 -0.80 -0.19
H 4.66 -0.98 -1.93
H 5.38 -3.48 -1.03
H 4.19 -5.72 -0.83
H 1.80 -5.72 -0.21
H 0.60 -3.58 0.14
C 1.18 -1.15 3.79
C 1.77 0.07 3.01
C 1.88 1.33 3.91
C 0.92 0.44 1.79
H 1.83 -1.46 4.63
H 1.01 -2.03 3.16
H 0.24 -0.84 4.16
H 2.80 -0.18 2.68
H 0.94 1.78 4.22
H 2.45 2.16 3.43
H 2.38 1.05 4.84
H 1.14 1.42 1.34
H -0.17 0.40 2.02
C -0.11 -1.84 -2.54
Ge -0.90 -1.04 -0.87
C -2.20 0.26 -1.49
C -3.32 0.54 -0.69
C -4.43 1.18 -1.20
C -4.54 1.38 -2.59
C -3.40 1.15 -3.40
C -2.21 0.72 -2.81
C -1.80 -2.32 0.30
C -1.70 -2.26 1.69
C -2.11 -3.33 2.50
C -2.73 -4.43 1.96
C -3.01 -4.49 0.58
C -3.73 -5.57 -0.02
C -4.15 -5.47 -1.33
C -3.74 -4.38 -2.14
C -3.01 -3.34 -1.62
C -2.60 -3.36 -0.27
H -0.92 -2.08 -3.26
H 0.46 -2.74 -2.31
H 0.56 -1.12 -3.04
H -3.31 0.21 0.35
H -5.20 1.49 -0.54
H -5.43 1.70 -3.08
H -3.38 1.32 -4.44
H -1.29 0.68 -3.40
H -1.30 -1.38 2.17
H -1.97 -3.24 3.59
H -3.12 -5.19 2.58
H -3.92 -6.47 0.57
H -4.73 -6.28 -1.77
H -4.00 -4.41 -3.18
H -2.86 -2.43 -2.20
```

For the highest occupied orbital energy (spin up / spin down), the calculation gives -12.345 / -12.345 eV. Its spin multiplicity is 5. The calculation puts the energy above the lowest of the compared OMol25 structures with the same formula, charge and spin at 0.0 kJ/mol. As for the LUMO energy (spin up / spin down): -5.7 / -9.5 eV. Its charge is +2. The calculation puts the total energy at -131441.3027 eV.

Here are the Löwdin charges for atoms 1 to 8, given in e: atom 1 (Ir): 1.24, atom 2 (C): -0.54, atom 3 (C): -0.48, atom 4 (S): 0.89, atom 5 (C): -0.53, atom 6 (C): -0.46, atom 7 (S): 1.08, atom 8 (C): -0.43

Record 2
Entry from OMol25: 5 unconnected molecules or ions with the total composition C36H49Cl2NO8 (the ωB97M-V functional and the def2-TZVPD basis).

The geometry in XYZ format:
```
96
C36H49Cl2NO8 | OMol25 | the ωB97M-V functional and the def2-TZVPD basis
C 1.35 2.37 0.17
C 0.50 1.82 -0.98
C 1.35 1.12 -2.04
C 2.21 -0.03 -1.62
C 1.78 -1.05 -0.76
C 2.59 -2.13 -0.44
Cl 2.03 -3.40 0.58
C 3.85 -2.22 -0.99
C 4.31 -1.20 -1.83
C 3.51 -0.12 -2.16
Cl 4.14 1.06 -3.24
C 5.70 -1.56 -2.24
O 6.56 -0.85 -2.67
N 5.90 -2.94 -1.90
C 5.94 -3.89 -3.03
C 6.69 -3.31 -4.22
O 6.24 -3.35 -5.33
C 4.92 -3.25 -0.89
O 5.04 -4.14 -0.09
O -0.57 1.00 -0.50
C -1.78 1.17 -1.23
C -2.43 -0.13 -1.61
C -1.70 -1.21 -2.08
C -2.32 -2.39 -2.45
C -3.71 -2.49 -2.38
C -4.45 -1.41 -1.94
C -3.82 -0.24 -1.55
H 0.99 2.08 1.15
H 1.29 3.46 0.15
H 2.40 2.12 0.04
H 0.06 2.68 -1.48
H 1.98 1.89 -2.48
H 0.67 0.79 -2.84
H 0.78 -1.01 -0.34
H 4.94 -4.16 -3.36
H 6.48 -4.79 -2.73
H 7.68 -2.89 -4.02
H -1.60 1.75 -2.15
H -2.48 1.74 -0.61
H -0.62 -1.14 -2.15
H -1.72 -3.21 -2.80
H -4.19 -3.41 -2.67
H -5.53 -1.49 -1.89
H -4.40 0.60 -1.20
C -1.73 2.32 5.32
C -1.91 0.98 4.61
C -1.03 1.17 3.38
O 0.03 2.04 3.77
C -0.26 2.62 5.04
H -1.95 2.29 6.38
H -2.36 3.08 4.86
H -1.52 0.17 5.23
H -2.95 0.75 4.35
H -1.59 1.65 2.56
H -0.61 0.24 3.00
H 0.39 2.17 5.80
H -0.04 3.69 5.00
C 6.79 4.33 -5.54
C 5.85 5.40 -6.08
C 4.50 4.69 -5.99
O 4.59 3.80 -4.87
C 5.95 3.70 -4.44
H 7.74 4.73 -5.17
H 7.01 3.59 -6.32
H 5.86 6.27 -5.43
H 6.08 5.72 -7.10
H 4.30 4.10 -6.89
H 3.67 5.37 -5.83
H 6.07 4.23 -3.50
H 6.20 2.65 -4.28
C -7.22 0.41 5.85
C -7.36 -0.93 5.13
C -6.48 -0.72 3.91
O -5.44 0.17 4.31
C -5.76 0.74 5.59
H -7.46 0.36 6.91
H -7.87 1.15 5.38
H -6.96 -1.74 5.75
H -8.39 -1.19 4.87
H -7.04 -0.25 3.09
H -6.03 -1.64 3.54
H -5.11 0.30 6.35
H -5.56 1.81 5.55
C -2.38 -4.17 2.31
C -3.57 -3.23 2.06
C -2.86 -1.98 1.55
O -1.68 -2.42 0.88
C -1.45 -3.80 1.17
H -2.64 -5.23 2.33
H -1.92 -3.92 3.27
H -4.22 -3.65 1.28
H -4.17 -3.04 2.95
H -2.55 -1.34 2.39
H -3.47 -1.39 0.87
H -1.67 -4.40 0.27
H -0.39 -3.90 1.40
```

For the highest occupied orbital energy, the calculation gives -9.067 eV. Its SMILES is C[C@@H](Cc1cc(Cl)c2c(c1Cl)C(=O)N(CC=O)C2=O)OCc1ccccc1.C1CCOC1.C1CCOC1.C1CCOC1.C1CCOC1. As for the LUMO energy: -0.4 eV. Its charge is 0. The calculation puts the total energy at -81039.6478 eV.

Here are the Löwdin charges for atoms 1 to 8, given in e: atom 1 (C): 0.00, atom 2 (C): -0.37, atom 3 (C): -0.12, atom 4 (C): -0.18, atom 5 (C): 0.00, atom 6 (C): -0.55, atom 7 (Cl): 0.79, atom 8 (C): -0.10

Record 3
Entry from OMol25: 9 unconnected molecules or ions with the total composition C36H49N10O2 in a non-equilibrium geometry (the ωB97M-V functional and the def2-TZVPD basis).

The geometry in XYZ format:
```
97
C36H49N10O2 | OMol25 | the ωB97M-V functional and the def2-TZVPD basis
N 0.71 4.12 -1.08
C 1.88 3.72 -0.24
C 3.15 4.61 -0.76
C 4.17 3.57 -1.44
N 4.86 2.82 -0.34
C 5.15 4.35 -2.43
O 5.25 3.93 -3.64
O 5.80 5.47 -1.97
H -0.14 4.28 -0.53
H 0.56 3.49 -1.88
H 1.68 3.94 0.88
H 2.12 2.60 -0.29
H 3.58 5.20 0.12
H 2.76 5.31 -1.59
H 3.52 2.82 -2.02
H 4.60 3.27 0.56
H 4.46 1.87 -0.34
N -0.93 2.13 -4.25
C -1.77 1.17 -4.73
C -1.23 0.67 -5.89
C -0.01 1.35 -6.11
C 0.15 2.24 -5.08
H -1.07 2.66 -3.40
H -2.69 0.92 -4.21
H -1.67 -0.10 -6.52
H 0.67 1.21 -6.94
H 0.95 2.95 -4.87
N -2.24 -1.67 -2.54
C -2.08 -2.12 -1.26
C -2.54 -3.41 -1.20
C -2.99 -3.75 -2.50
C -2.79 -2.66 -3.31
H -1.99 -0.75 -2.87
H -1.66 -1.48 -0.50
H -2.55 -4.04 -0.32
H -3.41 -4.70 -2.81
H -2.99 -2.50 -4.36
N 9.06 5.90 -1.70
C 10.11 5.19 -1.19
C 11.28 5.77 -1.64
C 10.91 6.87 -2.45
C 9.54 6.93 -2.46
H 8.08 5.69 -1.54
H 9.94 4.34 -0.55
H 12.28 5.44 -1.41
H 11.58 7.55 -2.96
H 8.86 7.61 -2.96
N -4.67 -4.00 2.21
C -4.51 -4.45 3.50
C -4.97 -5.74 3.55
C -5.42 -6.09 2.25
C -5.22 -5.00 1.45
H -4.42 -3.08 1.88
H -4.09 -3.81 4.26
H -4.99 -6.37 4.43
H -5.84 -7.03 1.94
H -5.42 -4.84 0.40
N -4.05 -9.33 3.22
C -3.01 -10.10 2.79
C -2.73 -11.03 3.76
C -3.66 -10.82 4.82
C -4.46 -9.76 4.46
H -4.46 -8.56 2.71
H -2.54 -9.92 1.83
H -1.96 -11.78 3.72
H -3.73 -11.38 5.74
H -5.28 -9.29 4.97
N 1.24 -2.07 -1.73
C 2.23 -1.13 -1.65
C 3.16 -1.57 -0.74
C 2.71 -2.82 -0.25
C 1.52 -3.10 -0.88
H 0.42 -2.01 -2.32
H 2.19 -0.23 -2.25
H 4.06 -1.05 -0.45
H 3.20 -3.45 0.48
H 0.86 -3.95 -0.80
N -1.51 6.72 -2.02
C -1.17 7.55 -0.98
C -2.31 8.22 -0.59
C -3.37 7.77 -1.41
C -2.85 6.84 -2.28
H -0.87 6.11 -2.51
H -0.16 7.60 -0.62
H -2.36 8.94 0.21
H -4.40 8.08 -1.36
H -3.31 6.26 -3.06
N -3.48 -2.63 7.17
C -4.53 -2.06 6.50
C -4.41 -0.69 6.63
C -3.25 -0.44 7.40
C -2.70 -1.66 7.72
H -3.32 -3.63 7.25
H -5.26 -2.66 5.99
H -5.08 0.04 6.21
H -2.86 0.52 7.69
H -1.81 -1.91 8.28
```

For the highest occupied orbital energy, the calculation gives -4.622 eV. As for the LUMO energy: 1.6 eV. Its charge is -1. The calculation puts the total energy at -57121.4636 eV.

Here are the Löwdin charges for atoms 1 to 8, given in e: atom 1 (N): -0.05, atom 2 (C): -0.27, atom 3 (C): -0.15, atom 4 (C): -0.33, atom 5 (N): 0.02, atom 6 (C): -0.57, atom 7 (O): -0.11, atom 8 (O): -0.21

Record 4
Entry from OMol25: a molecular structure, C36H49Zr in a non-equilibrium geometry (the ωB97M-V functional and the def2-TZVPD basis).

The geometry in XYZ format:
```
86
C36H49Zr | OMol25 | the ωB97M-V functional and the def2-TZVPD basis
C -2.56 -0.14 -1.32
C -2.43 0.80 -0.17
C -3.39 1.81 0.19
C -4.54 2.22 -0.65
C -3.26 2.08 1.57
C -4.24 2.85 2.39
C -2.18 1.34 2.09
C -1.83 1.14 3.50
C -1.61 0.55 1.03
C -0.77 -0.64 1.28
Zr -0.30 1.84 -0.51
C 0.98 0.11 -1.44
C -1.11 2.68 -2.37
C 0.34 4.28 -0.10
C 0.72 5.15 -1.25
C -0.61 4.66 0.92
C -1.61 5.74 0.76
C -0.25 4.03 2.12
C -0.82 4.39 3.44
C 0.82 3.13 1.87
C 1.59 2.36 2.88
C 1.24 3.31 0.50
C 2.57 2.90 -0.04
H -3.59 -0.11 -1.71
H -1.90 0.11 -2.17
H -2.35 -1.18 -1.03
H -5.48 1.74 -0.32
H -4.71 3.31 -0.60
H -4.38 1.95 -1.70
H -5.05 2.19 2.76
H -3.78 3.31 3.27
H -4.72 3.64 1.80
H -2.34 0.26 3.93
H -0.75 0.97 3.61
H -0.26 3.92 4.27
H -1.37 -1.47 1.71
H -0.32 -1.03 0.37
H 0.04 -0.43 2.00
H 1.77 0.64 -2.02
H 1.48 -0.62 -0.78
H 0.38 -0.44 -2.18
H -1.79 3.55 -2.28
H -0.26 2.99 -3.02
H -1.67 1.91 -2.94
H 1.81 5.32 -1.26
H 0.44 4.72 -2.22
H 0.24 6.13 -1.17
H -1.15 6.66 0.39
H -2.41 5.45 0.06
H -2.09 5.96 1.72
H -0.78 5.48 3.61
H -1.88 4.10 3.53
H -2.08 2.01 4.13
H 2.65 2.66 2.87
H 1.21 2.51 3.90
H 1.56 1.28 2.67
H 3.32 2.88 0.77
H 2.55 1.89 -0.49
H 2.93 3.60 -0.81
C 4.57 -7.89 -4.30
C 3.75 -6.84 -3.63
C 3.99 -5.48 -3.91
C 3.23 -4.49 -3.30
C 2.24 -4.80 -2.31
C 1.63 -3.73 -1.59
C 1.04 -3.89 -0.30
C 1.39 -2.99 0.74
C 0.94 -3.18 2.04
C 0.15 -4.30 2.36
C -0.23 -5.19 1.35
C 0.16 -4.97 0.04
C 2.04 -6.20 -2.04
C 2.77 -7.18 -2.70
H 4.23 -8.88 -4.01
H 4.52 -7.81 -5.39
H 5.63 -7.79 -4.02
H 4.76 -5.21 -4.62
H 3.41 -3.44 -3.53
H 1.82 -2.73 -1.95
H 2.07 -2.16 0.51
H 1.18 -2.44 2.80
H -0.16 -4.45 3.39
H -0.86 -6.04 1.59
H -0.20 -5.63 -0.76
H 1.34 -6.51 -1.28
H 2.57 -8.23 -2.50
```

For the highest occupied orbital energy, the calculation gives -1.766 eV. The calculation puts the energy above the lowest of the compared OMol25 structures with the same formula, charge and spin at 57.8 kJ/mol. As for the LUMO energy: 2.3 eV. Its charge is -1. The calculation puts the total energy at -39405.8520 eV.

Here are the Löwdin charges for atoms 1 to 8, given in e: atom 1 (C): -0.06, atom 2 (C): -0.38, atom 3 (C): -0.22, atom 4 (C): -0.05, atom 5 (C): -0.23, atom 6 (C): -0.05, atom 7 (C): -0.22, atom 8 (C): -0.03

Record 5
Entry from OMol25: a molecular structure, C36H50AlN4S3Si in a non-equilibrium geometry (the ωB97M-V functional and the def2-TZVPD basis).

The geometry in XYZ format:
```
95
C36H50AlN4S3Si | OMol25 | the ωB97M-V functional and the def2-TZVPD basis
Al 0.34 1.00 1.21
C -0.13 -0.14 -6.24
Si 0.82 -1.69 -5.69
C -0.11 -3.14 -6.55
C 2.58 -1.64 -6.46
C 0.87 -2.10 -3.84
C 1.30 -3.36 -3.45
C 1.19 -3.78 -2.13
C 0.57 -2.91 -1.25
N 0.20 -1.69 -1.56
C 0.42 -1.24 -2.81
S 0.18 0.43 -3.06
H -0.27 -0.13 -7.32
H 0.39 0.77 -5.94
H -1.11 -0.11 -5.77
H -0.20 -2.96 -7.62
H -1.11 -3.26 -6.15
H 0.40 -4.09 -6.43
H 2.51 -1.62 -7.54
H 3.17 -2.50 -6.18
H 3.12 -0.75 -6.14
H 1.71 -4.03 -4.20
H 1.56 -4.74 -1.80
H 0.39 -3.19 -0.21
S -0.39 5.32 1.31
C 0.46 5.02 2.78
C 0.74 3.71 2.97
C 0.27 2.86 1.94
C -0.36 3.60 0.96
C -1.00 3.00 -0.17
C -1.80 3.70 -1.06
C -2.51 2.98 -2.03
C -2.38 1.62 -2.08
C -1.46 0.98 -1.23
N -0.86 1.66 -0.24
H 0.70 5.86 3.41
H 1.27 3.34 3.83
H -1.89 4.77 -0.98
H -3.18 3.50 -2.70
H -2.92 1.03 -2.81
H -1.42 -0.10 -1.13
C 3.24 1.62 -1.23
C 3.39 0.81 0.07
C 4.34 -0.36 -0.21
C 2.00 0.27 0.41
C 3.92 1.68 1.19
C 4.83 1.20 2.13
C 5.34 2.02 3.13
C 4.95 3.34 3.22
C 4.02 3.83 2.31
C 3.52 3.01 1.31
H 2.96 0.96 -2.04
H 4.17 2.14 -1.49
H 2.44 2.35 -1.13
H 4.03 -0.86 -1.12
H 4.30 -1.09 0.59
H 5.37 -0.01 -0.33
H 1.82 -0.59 -0.25
H 5.14 0.17 2.11
H 6.05 1.61 3.84
H 5.35 3.98 3.99
H 3.69 4.85 2.38
H 2.79 3.42 0.63
C -2.57 -5.63 1.90
C -3.38 -4.39 1.49
C -2.49 -3.21 1.07
C -1.63 -2.70 2.23
N -0.90 -1.50 1.89
C -1.31 -0.25 1.87
S 1.87 -0.44 2.17
N -2.60 0.01 2.09
C -3.06 1.36 2.28
C -2.90 1.84 3.73
C -3.73 1.06 4.74
C -5.24 1.16 4.50
H -3.25 -6.44 2.15
H -1.95 -5.42 2.77
H -1.93 -5.94 1.08
H -4.02 -4.09 2.32
H -4.03 -4.66 0.65
H -3.13 -2.40 0.71
H -1.85 -3.51 0.25
H -0.89 -3.45 2.50
H -2.26 -2.52 3.11
H 0.15 -1.52 1.83
H -3.24 -0.73 2.36
H -4.11 1.42 1.97
H -2.46 2.00 1.64
H -3.16 2.90 3.77
H -1.84 1.74 3.98
H -3.51 1.44 5.74
H -3.44 0.01 4.73
H -5.54 2.21 4.42
H -5.79 0.70 5.31
H -5.52 0.66 3.58
```

For the highest occupied orbital energy, the calculation gives -3.869 eV. The calculation puts the energy above the lowest of the compared OMol25 structures with the same formula, charge and spin at 90.2 kJ/mol. As for the LUMO energy: 2.3 eV. Its charge is -1. The calculation puts the total energy at -91088.9763 eV.

Here are the Löwdin charges for atoms 1 to 8, given in e: atom 1 (Al): 0.04, atom 2 (C): -0.24, atom 3 (Si): 0.57, atom 4 (C): -0.19, atom 5 (C): -0.18, atom 6 (C): -0.27, atom 7 (C): -0.12, atom 8 (C): -0.09